Entry 1:
A 6-piece molecular cluster, C6H24N12O6 overall at a distorted geometry, computed with ωB97M-V/def2-TZVPD.

The geometry in XYZ format:
```
48
Properties=species:S:1:pos:R:3:forces:R:3
C -4.059584 1.586532 -3.853675 0.3 0.1 -0.1
O -4.669301 0.746027 -4.489558 -0.1 -0.3 0.2
N -4.584485 2.802743 -3.576255 -0.4 1.2 0.3
N -2.790753 1.395015 -3.373580 -1.0 -0.3 -0.6
H -4.069355 3.541143 -3.133221 0.1 -0.2 0.1
H -5.528966 3.027512 -3.823732 0.0 -0.3 -0.3
H -2.548357 0.423419 -3.414249 0.8 0.2 0.2
H -2.266361 2.131385 -2.944312 0.3 -0.4 0.3
C 1.339729 -5.374807 2.767096 -0.1 0.3 -1.3
O 0.352576 -5.375533 3.471364 -0.2 -0.1 0.3
N 1.702865 -4.302364 1.988373 0.3 0.4 -0.1
N 2.139393 -6.485196 2.566822 -0.1 0.5 0.6
H 1.002169 -3.633291 1.697164 -0.2 0.0 0.6
H 2.579781 -4.264558 1.499252 0.0 -0.3 0.1
H 1.660993 -7.325632 2.840276 0.3 -0.3 -0.1
H 2.677374 -6.455830 1.719019 -0.1 -0.5 0.0
C -0.107799 3.989879 2.189834 0.1 -0.4 -0.7
O -0.447712 2.891780 2.585208 -0.6 -0.1 -0.1
N 0.999466 4.134930 1.420244 0.3 0.3 0.1
N -0.832242 5.164730 2.377140 0.3 -0.2 0.8
H 1.409140 5.040398 1.283377 0.1 -0.1 -0.3
H 1.503433 3.312994 1.137850 0.4 0.1 0.3
H -1.783407 5.139470 2.059447 -0.1 0.1 0.2
H -0.314142 6.019888 2.284571 -0.3 0.1 -0.4
C 0.162003 0.073518 -0.656074 -1.2 0.3 0.4
O -0.216466 1.030237 -1.324367 0.5 -0.2 -0.6
N 0.436688 -1.182364 -1.143662 0.1 0.4 0.7
N 0.192354 0.150921 0.705306 0.5 -0.1 -1.2
H 0.467659 -1.403776 -2.118081 0.1 0.1 0.0
H 0.707766 -1.824533 -0.419658 0.0 -0.6 -0.5
H -0.000309 1.070944 1.064939 0.0 -0.1 0.7
H 0.526589 -0.645668 1.215902 -0.3 0.3 0.7
C 3.949920 2.844507 -1.167629 0.2 0.3 0.0
O 3.851871 3.272821 -0.027052 -0.3 -0.3 0.1
N 3.211058 1.821956 -1.678534 0.4 0.2 0.1
N 4.875339 3.387147 -2.023879 -0.5 -0.3 0.6
H 2.471606 1.456216 -1.106165 -0.2 0.0 -0.3
H 3.234746 1.694368 -2.672246 -0.4 -0.3 0.0
H 5.414023 4.097310 -1.563517 0.3 0.2 -0.6
H 4.920844 3.141403 -2.992266 0.3 0.2 -0.1
C -1.740819 -3.144730 1.410981 -0.1 -0.4 -0.6
O -0.635612 -2.676065 1.641740 0.4 0.4 -0.3
N -2.371966 -3.951824 2.311763 0.2 0.3 0.6
N -2.453908 -2.944757 0.258760 -0.4 -0.5 0.8
H -1.822274 -4.118073 3.142165 0.1 -0.2 -0.1
H -2.998111 -4.686582 2.038960 0.0 0.1 -0.2
H -3.437713 -3.101262 0.389538 -0.1 0.1 -0.6
H -2.109742 -2.492345 -0.565379 0.2 0.3 0.2
```
Positions in Å, forces in eV/Å.

Computed properties:
E_LUMO: 0.399 eV
HOMO-LUMO gap: 10.1 eV

Atomic partial charges in e from the natural (NBO) method, atoms 1 to 8: 0.77, -0.67, -0.85, -0.85, 0.38, 0.40, 0.41, 0.41

***

Entry 2:
C6H24N12O6Ti as an isolated structure at a distorted geometry, computed with ωB97M-V/def2-TZVPD.

The geometry in XYZ format:
```
49
Properties=species:S:1:pos:R:3:forces:R:3
Ti -0.308525 0.181540 -0.207559 0.5 0.1 -0.7
C 0.217635 3.485906 -0.327555 0.6 -1.2 -1.0
O -0.307036 2.466860 -0.829639 -0.1 0.0 0.6
N 0.606698 3.523706 0.945667 -0.7 -0.9 1.1
N 0.504636 4.501628 -1.147983 0.0 0.8 0.0
H 1.188870 4.170310 1.442500 0.0 0.3 -0.5
H 0.296992 2.698975 1.449863 0.3 0.1 0.2
H 0.478773 4.258270 -2.122285 0.0 0.4 0.0
H 0.935950 5.337589 -0.795081 0.1 0.0 -0.4
C 0.112227 -3.217954 0.534048 -0.8 1.1 0.1
O 0.130098 -2.099824 0.009179 0.0 -0.6 -0.6
N 0.716075 -4.340001 0.033862 1.2 -0.7 -0.8
N -0.492386 -3.419772 1.710828 -1.0 0.1 1.6
H 0.368063 -4.748758 -0.820466 0.0 0.3 -0.1
H 0.935792 -5.039162 0.723691 -0.1 -0.1 0.0
H -0.651828 -4.332881 2.096680 0.2 -0.2 -0.4
H -1.165119 -2.740850 2.040581 0.5 0.5 -0.1
C -0.653457 0.154835 2.853403 0.0 0.1 -0.2
O 0.153130 0.789710 2.155707 -0.8 -0.6 -0.3
N -0.501320 0.126749 4.201669 1.3 0.8 0.0
N -1.716665 -0.575563 2.415208 -0.1 -0.2 0.8
H 0.389788 0.530981 4.448370 -0.2 -0.1 0.5
H -1.015083 -0.388772 4.889516 -0.1 -0.1 -0.2
H -2.223754 -0.348589 1.560370 0.3 0.1 -0.2
H -2.244168 -0.839909 3.237209 -0.7 -0.2 -0.5
C 3.194359 -0.422502 -0.049672 -0.7 -0.1 -1.7
O 2.253215 0.246089 -0.494064 0.2 0.4 0.8
N 3.171628 -1.763458 -0.148700 0.4 -0.8 0.5
N 4.375031 0.075013 0.392679 0.0 0.9 0.4
H 3.948221 -2.285051 0.215461 -0.2 -0.3 -0.1
H 2.395872 -2.223940 -0.590137 -0.1 0.1 0.3
H 5.171183 -0.505430 0.577040 0.0 -0.1 -0.1
H 4.542694 1.059014 0.275149 -0.1 0.0 0.1
C -3.455526 1.059511 -0.260143 1.4 2.3 1.0
O -2.674551 0.097929 -0.277787 -0.8 -0.3 0.1
N -4.606192 1.149446 0.476506 0.0 -2.5 -0.3
N -3.105400 2.295544 -0.692169 -0.3 -0.2 -0.6
H -5.059739 2.007463 0.710236 -0.2 0.0 -0.2
H -5.041576 0.248698 0.611326 -0.4 0.4 0.4
H -3.877128 2.925885 -0.797444 0.2 0.4 -0.3
H -2.219016 2.475534 -1.147629 0.0 -0.2 0.1
C 0.344030 -0.589095 -3.326069 -1.7 0.4 -1.0
O -0.614736 -0.167071 -2.673985 0.7 0.1 1.1
N 0.958100 -1.761078 -3.075995 0.3 -0.8 0.9
N 0.703912 0.039006 -4.471932 0.9 -0.5 0.0
H 1.612463 -2.240566 -3.665771 0.0 0.4 -0.2
H 0.674486 -2.245173 -2.237948 -0.1 0.2 0.0
H 1.354370 -0.454359 -5.057545 0.0 0.5 -0.4
H 0.198914 0.843568 -4.789192 0.0 -0.1 0.0
```
Positions in Å, forces in eV/Å.

Computed properties:
E_LUMO (alpha / beta): -1.756 / -1.816 eV
<S²>: 3.753
HOMO-LUMO gap (alpha / beta): 4.0 / 10.3 eV
2S+1: 4
Total charge: +1

Atomic partial charges in e from the natural (NBO) method, atoms 1 to 8: 0.76, 0.78, -0.75, -0.82, -0.82, 0.41, 0.44, 0.42

***

Entry 3:
A 5-piece molecular cluster, C6H24N2O4 overall at a distorted geometry, computed with ωB97M-V/def2-TZVPD.

The geometry in XYZ format:
```
36
Properties=species:S:1:pos:R:3:forces:R:3
C -1.074213 -1.274032 1.024857 -2.3 0.6 -0.1
N -1.363783 -1.142423 -0.397218 2.0 0.6 -1.8
C -0.224881 -1.424850 -1.491435 -4.3 -0.2 1.3
C -0.071333 -2.959268 -1.561533 1.4 0.5 1.1
C -1.813401 -0.010809 1.724271 -0.2 -2.5 -0.9
N -1.409942 1.339874 1.511517 -0.1 -0.8 3.3
C -0.261520 1.760859 2.263436 2.0 -0.8 -0.9
C 1.087010 1.715430 1.415059 -0.5 0.6 1.1
H -1.497445 -2.229330 1.504377 0.5 1.2 -0.6
H -0.031238 -1.314491 1.171425 1.3 0.1 0.1
H -2.213530 -1.615590 -0.645599 -0.1 -0.3 -0.2
H -0.741996 -0.989241 -2.467414 1.7 -1.0 1.8
H 0.635140 -0.845075 -1.140250 0.0 -0.3 -0.4
H -0.975477 -3.439034 -1.901587 -0.5 0.0 0.2
H 0.267263 -3.430924 -0.521083 -0.5 1.0 -2.5
H 0.620382 -3.096673 -2.389553 0.6 -0.8 0.3
H -2.803284 -0.075420 1.259536 -0.2 -0.3 0.5
H -1.822482 -0.345422 2.751787 -0.4 0.8 0.7
H -1.264579 1.476401 0.581885 0.3 0.6 -3.2
H -0.419847 2.701274 2.725920 -0.1 1.3 0.1
H -0.066869 1.106091 3.114162 -0.3 -0.3 0.0
H 0.966117 2.163980 0.385892 -0.5 -1.2 0.8
H 1.506587 0.626240 1.517535 -0.3 2.6 -0.9
H 1.724858 2.536160 1.832730 0.2 -1.3 0.2
H 0.279817 2.557263 -2.900018 1.0 -0.8 0.0
H 1.422439 1.637262 -3.487136 -0.6 0.8 0.8
O 1.137172 2.116784 -2.670592 -0.6 0.2 -1.2
H 2.390602 0.734569 -1.739746 -0.7 0.6 -1.3
H 2.320199 1.471213 -0.419251 -1.9 4.0 1.7
O 2.646972 0.769398 -0.847926 3.2 -4.9 -0.4
H -1.129891 0.963760 -2.083614 -0.9 0.7 -1.7
H -2.335221 0.692666 -3.006040 0.5 0.6 0.0
O -1.565828 1.294836 -2.941145 0.2 -1.3 1.9
H 1.346625 -1.032428 2.195353 1.4 -0.8 0.9
H 2.649192 -0.920443 2.980952 3.2 3.6 1.8
O 2.086397 -1.518597 2.650455 -4.5 -3.1 -2.6
```
Positions in Å, forces in eV/Å.

Computed properties:
E_LUMO: 0.484 eV
HOMO-LUMO gap: 8.8 eV

Atomic partial charges in e from the natural (NBO) method, atoms 1 to 8: -0.24, -0.70, -0.23, -0.63, -0.21, -0.62, -0.21, -0.66

***

Entry 4:
A 5-piece molecular cluster, C6H24N2O4 overall at a distorted geometry, computed with ωB97M-V/def2-TZVPD.

The geometry in XYZ format:
```
36
Properties=species:S:1:pos:R:3:forces:R:3
C 1.068511 -0.457179 -2.159903 2.7 0.0 -0.2
N 0.927963 -0.945124 -0.764268 -2.8 0.4 -2.8
C -0.656731 -1.678101 1.764831 -0.9 1.3 -4.7
C 0.104556 -0.345607 1.534238 -1.4 -0.5 -1.5
C 0.288722 0.103320 -0.022276 0.1 2.2 4.1
C 1.224167 1.403518 0.153331 -3.6 -1.4 3.4
N 0.397996 2.580292 0.018986 5.5 1.3 -2.7
C 1.258173 3.778707 0.276677 -3.9 2.7 1.1
H 2.143767 -0.220170 -2.398505 -0.7 1.4 0.8
H 1.125799 -1.120087 -2.983866 -1.4 -2.2 -0.4
H 0.355253 0.296975 -2.462954 0.1 0.4 0.4
H 1.806536 -1.175775 -0.371030 0.8 0.0 0.5
H -0.940930 -1.918138 2.712131 -0.6 -0.1 3.0
H -1.667318 -1.620633 1.122217 2.6 -0.1 1.5
H -0.057301 -2.501842 1.401042 0.0 -0.3 -0.3
H -0.576439 0.437200 1.831685 0.1 0.5 0.9
H 1.042220 -0.276469 2.065220 0.2 0.0 0.1
H -0.786757 0.651047 -0.232883 2.4 -2.4 -0.9
H 2.084433 1.447871 -0.363077 2.6 0.1 -3.1
H 1.670288 1.344746 1.176041 -0.6 0.1 -0.4
H -0.337980 2.550901 0.599678 -3.1 0.0 2.7
H 1.508101 4.104201 1.365870 -0.4 -1.2 -1.3
H 0.511673 4.652545 -0.058628 2.2 -1.4 0.5
H 2.181249 3.811209 -0.262346 0.2 -0.3 -0.7
H -2.804907 -2.738970 0.105798 0.1 0.2 -0.6
H -3.460310 -2.517648 1.408832 -0.4 0.1 0.6
O -3.468108 -2.173410 0.519701 -0.4 -0.3 -0.1
H -1.940224 -3.558954 -2.020602 -0.4 0.6 0.6
H -0.915267 -2.542863 -1.740373 0.9 0.7 0.4
O -1.785517 -2.783687 -1.439193 -0.3 -1.4 -1.1
H 3.442772 -0.535603 2.133679 1.5 -5.2 -1.0
H 3.927168 0.962468 1.896055 3.3 2.0 -1.9
O 3.377327 0.335563 2.210290 -4.5 3.0 3.1
H -3.483695 0.845068 -2.834598 1.5 0.4 -0.2
H -3.593815 -0.403496 -1.822719 2.6 -2.3 2.2
O -3.971375 0.208127 -2.359083 -4.1 1.9 -2.0
```
Positions in Å, forces in eV/Å.

Computed properties:
E_LUMO: 0.465 eV
HOMO-LUMO gap: 9.0 eV

Atomic partial charges in e from the natural (NBO) method, atoms 1 to 8: -0.45, -0.66, -0.64, -0.40, -0.03, -0.26, -0.62, -0.43

***

Entry 5:
A 6-piece molecular cluster, C6H24N2O7 overall at a distorted geometry, computed with ωB97M-V/def2-TZVPD.

The geometry in XYZ format:
```
39
Properties=species:S:1:pos:R:3:forces:R:3
N 1.536082 0.073123 -0.848238 0.1 1.1 0.0
H 1.036312 0.892813 -0.534508 -1.7 0.2 0.0
H 2.307162 0.494933 -1.345818 0.8 -0.7 0.4
H 1.099852 -0.596487 -1.465848 -1.4 0.2 -1.0
H 1.720252 -0.511467 -0.045468 1.4 0.0 0.8
N 4.495552 0.746563 -2.974968 -1.1 0.1 -1.3
O 4.550742 1.835993 -2.480418 1.0 1.8 0.6
O 3.734862 -0.048807 -2.473738 -0.4 -1.8 0.6
O 5.012412 0.489993 -4.041318 0.9 -0.1 -0.2
C -1.046288 2.329943 1.683332 1.4 -0.6 -0.5
C -0.842288 3.066993 0.391292 -1.6 2.9 -0.4
C -0.363048 4.532153 0.663622 0.4 -1.2 0.9
O -0.022548 2.377383 -0.552148 0.5 0.0 0.3
H -0.977808 1.262613 1.473052 -0.8 -0.2 0.1
H -1.949148 2.634543 2.212632 0.3 -0.2 0.0
H -0.120688 2.486483 2.237292 -0.2 0.3 0.7
H -1.799868 3.308033 -0.070278 -0.3 -0.9 -0.4
H -1.024018 4.967573 1.413042 -0.2 0.0 -0.1
H -0.315728 5.246613 -0.158208 0.1 -0.5 -0.3
H 0.583102 4.423953 1.193912 0.5 0.5 -0.2
H 0.695812 2.981143 -0.754728 0.1 0.2 -0.2
C -1.603618 -1.901617 0.767662 0.5 1.3 -1.4
C -2.406118 -3.127287 0.462822 0.6 -0.8 1.4
C -2.518008 -3.987947 1.752922 -0.4 0.6 -0.4
O -3.631578 -2.704887 -0.126178 0.5 -0.6 0.5
H -1.437758 -1.569417 -0.257148 0.3 0.9 0.0
H -0.604288 -1.999507 1.191742 -0.2 -0.4 0.4
H -2.193728 -1.116637 1.240612 0.1 -0.1 0.4
H -1.807378 -3.628307 -0.297818 -0.5 -0.6 -0.1
H -3.151768 -4.865267 1.623422 0.4 -0.2 0.0
H -2.932748 -3.415837 2.582842 -0.5 0.4 -0.2
H -1.524818 -4.173467 2.161902 0.1 -0.6 -0.5
H -4.089898 -2.330427 0.629672 -0.6 0.2 -0.1
O 2.672332 -1.223077 1.050742 0.2 -0.4 0.5
H 3.282062 -1.919377 0.806582 0.1 -0.4 -0.1
H 3.162362 -0.680777 1.668812 0.1 0.2 0.4
O 0.387392 -1.438457 -2.611058 0.0 -0.3 -0.4
H -0.420228 -1.938097 -2.730798 -0.3 -0.3 0.1
H 0.507072 -0.973677 -3.439238 0.1 0.1 -0.4
```
Positions in Å, forces in eV/Å.

Computed properties:
E_LUMO (alpha / beta): -3.676 / -7.894 eV
<S²>: 0.757
HOMO-LUMO gap (alpha / beta): 9.0 / 4.7 eV
2S+1: 2
Total charge: +1

Atomic partial charges in e from the natural (NBO) method, atoms 1 to 8: -0.92, 0.45, 0.42, 0.45, 0.45, 0.71, -0.21, -0.31

***

Entry 6:
C6H24O6Ti as an isolated structure at a distorted geometry, computed with ωB97M-V/def2-TZVPD.

The geometry in XYZ format:
```
37
Properties=species:S:1:pos:R:3:forces:R:3
Ti 4.393079 -11.282802 10.286387 -7.0 -2.1 2.3
C 3.003265 -12.183747 12.199377 -0.6 -1.0 1.8
O 3.149613 -12.584766 10.831866 -0.5 -1.1 7.4
H 3.796552 -11.545338 12.588245 -0.1 0.4 -0.8
H 2.037426 -11.716769 12.392198 0.0 0.0 -0.1
H 3.150857 -13.018577 12.884484 -0.5 -0.5 -0.2
H 2.450337 -13.168264 10.528340 -1.9 -1.3 -0.7
C 6.204723 -10.551671 8.250965 2.1 -0.4 -0.6
O 5.167174 -10.191728 9.130620 2.8 3.3 -7.5
H 6.739219 -11.330558 8.794785 0.3 0.1 -0.6
H 5.900897 -10.915980 7.269609 -0.4 0.1 0.2
H 6.885576 -9.714352 8.097826 -0.1 0.0 0.1
H 4.897387 -9.304702 8.881616 -0.5 1.4 0.1
C 3.533659 -11.938641 7.633198 -0.2 1.7 -2.0
O 3.432385 -12.005692 9.009949 -2.3 -1.1 -9.3
H 2.543258 -11.972900 7.179294 -0.1 -1.9 -0.1
H 3.634328 -10.919595 7.259682 1.2 0.5 0.4
H 4.378354 -12.553728 7.322927 -0.6 -0.2 -0.8
H 2.582731 -12.437016 9.126728 -2.4 -1.4 0.2
C 5.683778 -9.903323 12.571385 1.5 -0.5 0.3
O 5.345135 -10.286360 11.192033 7.9 5.7 11.6
H 6.438055 -10.599341 12.938431 -0.2 -0.4 0.0
H 6.243572 -8.968166 12.557040 -0.6 0.4 -0.2
H 4.857488 -9.918340 13.282112 -0.2 0.3 -0.6
H 5.952775 -9.798185 10.631615 1.2 1.7 -0.6
C 2.216715 -9.783402 9.713142 -1.3 0.1 -0.5
O 3.360324 -9.712580 10.575008 -4.7 3.0 0.0
H 1.449924 -9.035400 9.914741 0.2 0.0 0.4
H 2.472658 -9.711169 8.656084 0.3 0.4 0.0
H 1.805911 -10.789207 9.800905 -0.5 0.4 0.4
H 3.588990 -8.790624 10.713960 0.5 0.7 0.2
C 5.812295 -13.562725 10.986420 0.2 -0.3 1.1
O 5.470616 -12.609173 9.980666 5.7 -7.1 -1.6
H 4.989203 -13.578456 11.700826 0.4 0.0 0.2
H 5.855745 -14.576916 10.589395 0.5 0.1 -0.2
H 6.742378 -13.165147 11.392615 0.0 -0.7 0.4
H 5.445640 -13.121660 9.169291 0.1 0.1 -0.6
```
Positions in Å, forces in eV/Å.

Computed properties:
E_LUMO (alpha / beta): -2.745 / -2.904 eV
<S²>: 3.753
HOMO-LUMO gap (alpha / beta): 3.8 / 12.2 eV
2S+1: 4
Total charge: +1

Atomic partial charges in e from the natural (NBO) method, atoms 1 to 8: 0.79, -0.30, -0.77, 0.21, 0.22, 0.21, 0.38, -0.29

***

Relative energy (zero: lowest compared OMol25 entry of this formula, charge and spin) across the listed records, respectively: 129.3 88.5 322.9 466.6 286.5 1163.2 kJ/mol.
Electronic energy across the listed records, respectively: -36783.4350 -59893.3697 -17778.5158 -17777.0265 -23911.1853 -41990.4605 eV.